{
  "formula": "C53H62BrClNNbO11PS",
  "method": "ωB97M-V/def2-TZVPD",
  "symbols": ["C", "C", "H", "H", "S", "P", "C", "H", "H", "C", "O", "C", "C", "C", "C", "H", "C", "C", "H", "C", "H", "H", "C", "C", "H", "C", "H", "H", "C", "C", "O", "H", "H", "H", "C", "H", "H", "H", "C", "H", "C", "O", "C", "H", "H", "C", "H", "O", "H", "C", "C", "O", "C", "C", "C", "H", "H", "H", "H", "C", "O", "H", "H", "H", "H", "Br", "Cl", "C", "C", "C", "H", "C", "C", "H", "H", "H", "H", "C", "H", "C", "H", "C", "H", "H", "C", "H", "O", "C", "C", "H", "C", "C", "C", "H", "H", "N", "O", "H", "O", "H", "C", "H", "C", "Nb", "H", "H", "H", "C", "C", "H", "H", "C", "H", "C", "H", "C", "C", "C", "O", "H", "H", "H", "C", "H", "C", "H", "O", "C", "H", "H", "H", "H"],
  "coordinates": [[4.93486, -4.41520, 6.77922], [-5.62088, 2.47652, -3.85288], [-5.26203, 2.04906, -4.78771], [2.53340, -4.10261, -0.08090], [7.46725, 1.04009, -2.19934], [2.36409, -0.50676, 2.05322], [-10.87513, 4.67302, -3.59050], [-1.90394, -3.70802, -3.17938], [0.54040, 6.02761, -3.87063], [-1.35063, -0.88201, 1.77576], [7.18858, 1.40502, -0.71481], [4.99302, -5.46723, 7.69244], [0.55936, 5.24744, -2.96581], [-9.91244, 3.72373, -6.03330], [3.70052, -4.16569, 9.27394], [4.23658, -2.39818, 6.41850], [6.94540, -5.89116, 3.88003], [3.95730, 0.62621, -3.07130], [-0.37716, 5.17757, 4.54642], [7.16389, -7.94927, 5.75396], [-0.81949, -1.90343, 1.55718], [-5.63358, -4.49708, -2.45357], [1.01140, -3.95821, -1.84593], [6.41366, -6.80558, 6.05720], [6.86371, -5.09295, 3.14411], [-1.38138, -4.70952, -2.79527], [-4.12468, -3.66207, -3.36708], [1.16084, 5.78811, -2.09882], [-1.41377, 4.79890, 4.15674], [5.56253, -4.54474, 5.44911], [-9.10349, 4.64493, -1.42688], [-11.25943, 5.04268, -2.64115], [-2.65669, 6.85055, -0.59326], [-1.45913, 6.24711, -2.67263], [1.78413, 2.30821, -0.02888], [-4.60812, -3.06346, -1.61596], [3.96897, 0.47964, -0.35764], [-0.32879, -1.56165, -0.65760], [-0.02603, -0.42169, -0.59600], [4.79355, 2.13129, -1.54414], [1.86453, -3.25440, -0.58988], [-3.61750, -5.43660, -0.36915], [-6.52585, 3.56220, -1.44501], [-2.51308, -1.07148, 1.77592], [6.59563, 3.01233, -3.65308], [-4.57621, -4.01290, -2.32306], [0.18300, 3.09704, 2.32794], [5.46434, -3.64150, 4.62649], [-1.82527, 2.99340, -2.97301], [2.33230, 0.62634, -2.66986], [-6.88855, 3.06725, -3.78583], [7.27826, -0.48936, -2.35734], [4.72104, 2.02616, -2.70776], [-1.01362, 5.16554, -2.42756], [2.84329, -2.06095, -1.09303], [-1.53731, 3.63149, 4.35917], [-12.71306, 5.06988, -4.64629], [2.84570, -2.08765, -2.28548], [4.15457, 2.92264, -3.22402], [4.27407, -3.22905, 7.12110], [1.97120, -2.16380, 2.47024], [3.95158, -2.24198, -0.70668], [-0.51226, -5.37481, -0.68033], [-1.69785, 4.23417, -4.43650], [-2.34224, 5.34689, 4.61259], [-0.80627, 0.30739, -2.34082], [9.45824, 1.50691, -2.61286], [6.31535, -5.77283, 5.12597], [-2.20992, 6.06205, 1.64658], [3.66341, -3.10430, 8.37002], [4.03309, 0.36555, -4.22930], [-5.26001, 2.97892, -1.51657], [-11.21266, 4.22260, -5.94163], [0.99900, 4.21119, -3.28114], [-1.11477, -3.58753, -0.82862], [0.95345, 1.06490, 2.45717], [-2.94649, 6.81333, 2.20147], [-1.00297, 0.20068, 0.59025], [1.89190, -0.28703, -3.29786], [-8.70158, 4.17702, -2.48506], [6.18514, 1.26022, -4.36428], [-9.09178, 3.69252, -4.89801], [4.39392, -6.16885, 9.65139], [-3.83001, 1.96212, -2.76922], [-2.02098, 6.04416, 0.01717], [-9.54335, 3.35608, -6.98933], [4.06425, -0.29290, 2.52982], [-1.03726, 4.96988, -0.80388], [-4.81151, 2.42804, -2.71673], [1.05343, -2.98003, 0.20006], [-3.51664, -5.10813, -1.66950], [-0.17904, 3.80959, 0.04559], [-1.94797, 4.11511, -3.27485], [8.17926, -7.12238, 2.61213], [4.43985, -0.27199, -2.50043], [1.50228, 0.41746, 3.05760], [0.61695, 2.84253, -0.69375], [-4.62558, 2.94939, -0.63341], [-2.46473, -5.67602, -2.55617], [3.15691, -2.17926, 8.63637], [4.36434, -5.34661, 8.93860], [-3.11798, 4.34195, -3.17887], [7.68749, -7.03405, 3.57846], [2.17298, 0.05637, -0.42202], [3.21673, -4.07190, 10.24373], [-0.57986, -5.05699, -3.58640], [0.88860, -3.15210, -2.69313], [-7.34675, 3.59603, -2.57977], [-0.50870, -4.42662, -1.39733], [2.81353, -2.68138, 2.65643], [4.27063, -1.03680, 3.17263], [-1.34519, 4.95567, 2.49143], [-11.84970, 4.24234, -6.82322], [-9.56761, 4.17799, -3.68092], [1.81105, 1.64788, -2.90096], [-11.69636, 4.68991, -4.71993], [6.24585, 1.91129, -3.38162], [5.72960, -6.70423, 7.36176], [5.77817, -7.63022, 8.16202], [7.25651, -8.75543, 6.48000], [1.88983, 2.48610, 1.11456], [1.59240, -4.93168, -2.20105], [-0.39572, 3.90624, 1.67887], [-6.87145, 3.98526, -0.50340], [-7.73051, 3.12996, -4.99708], [8.38938, -8.94561, 4.28575], [-7.30622, 2.71478, -6.06936], [7.80303, -8.05897, 4.51711], [2.73155, 2.85055, -0.51800], [-2.04271, 0.42177, 0.04592], [-0.98752, -0.44417, 2.79592], [-0.62164, 1.23415, 0.97576]],
  "gap_ev": 5.6221,
  "lumo_ha": 0.0083,
  "charge": -1
}